[1]
The following is a DFT calculation (ωB97M-V/def2-TZVPD) of C4H6N2 as an isolated structure.

Properties
Largest force on an atom = 2.36 eV/A
LUMO level = 0.021 hartree
Energy above the lowest of the compared OMol25 structures with the same formula, charge and spin = 75.9 kcal/mol
E_tot = -7222.3014 eV
Orbital gap = 0.3821 Eh

```
12
Properties=species:S:1:pos:R:3:forces:R:3:nbo_charge:R:1
N -2.39504 -0.57540 -1.44515 0.5 0.6 0.5 -0.330
C -1.75805 0.12832 -0.78622 -0.9 -0.4 -0.7 0.292
C -0.87306 0.91131 0.06855 0.0 0.0 -0.2 -0.529
C 0.20135 -0.06464 0.55538 -0.4 -1.1 -1.0 -0.093
C 0.95363 -0.89775 -0.51101 1.0 1.3 1.7 -0.245
N 1.48812 0.47652 0.71417 0.7 -1.5 -1.3 -0.603
H -0.39415 1.71954 -0.49529 -0.1 -0.2 0.0 0.263
H -1.45696 1.38064 0.87219 0.3 -0.2 0.0 0.253
H -0.15100 -0.68906 1.38549 -0.1 0.0 -0.3 0.199
H 1.28360 -0.59591 -1.52464 -0.7 0.8 1.0 0.222
H 1.20463 -1.98638 -0.45124 -0.2 1.2 1.2 0.218
H 1.89693 0.19280 1.61776 0.0 -0.5 -0.8 0.352
```
Forces are in eV/Å.

[2]
The following is a DFT calculation (ωB97M-V/def2-TZVPD) of one molecule with the formula C4H6N2.

Properties
Largest force on an atom = 0.46 eV/A
LUMO level = 0.035 hartree
Energy above the lowest of the compared OMol25 structures with the same formula, charge and spin = 1.1 kcal/mol
E_tot = -7225.5434 eV
Orbital gap = 0.3493 Eh

```
12
Properties=species:S:1:pos:R:3:forces:R:3:nbo_charge:R:1
C 1.12865 1.38076 0.66412 0.1 0.1 0.0 -0.632
C 0.21249 0.37291 0.06887 0.1 -0.1 0.2 0.090
C 0.16278 -0.96008 0.35634 0.0 0.1 0.0 -0.124
N -0.85966 -1.47162 -0.40613 -0.1 0.1 -0.2 -0.527
C -1.37491 -0.42097 -1.12030 -0.1 -0.2 0.1 0.163
N -0.75053 0.69767 -0.85630 0.0 -0.3 0.1 -0.457
H 1.45877 1.04194 1.64959 0.0 0.1 -0.1 0.213
H 0.60961 2.33470 0.77221 0.1 0.0 0.0 0.228
H 2.01101 1.52871 0.03566 -0.1 0.1 0.1 0.218
H 0.73428 -1.57139 1.03743 0.0 0.1 -0.1 0.214
H -1.07688 -2.45671 -0.45415 -0.2 0.4 -0.1 0.417
H -2.25559 -0.47591 -1.74735 0.2 -0.3 0.0 0.197
```
Forces are in eV/Å.

Please write out number 2 again, unchanged.
The following is a DFT calculation (ωB97M-V/def2-TZVPD) of one molecule with the formula C4H6N2.

Properties
Largest force on an atom = 0.46 eV/A
LUMO level = 0.035 hartree
Energy above the lowest of the compared OMol25 structures with the same formula, charge and spin = 1.1 kcal/mol
E_tot = -7225.5434 eV
Orbital gap = 0.3493 Eh

```
12
Properties=species:S:1:pos:R:3:forces:R:3:nbo_charge:R:1
C 1.12865 1.38076 0.66412 0.1 0.1 0.0 -0.632
C 0.21249 0.37291 0.06887 0.1 -0.1 0.2 0.090
C 0.16278 -0.96008 0.35634 0.0 0.1 0.0 -0.124
N -0.85966 -1.47162 -0.40613 -0.1 0.1 -0.2 -0.527
C -1.37491 -0.42097 -1.12030 -0.1 -0.2 0.1 0.163
N -0.75053 0.69767 -0.85630 0.0 -0.3 0.1 -0.457
H 1.45877 1.04194 1.64959 0.0 0.1 -0.1 0.213
H 0.60961 2.33470 0.77221 0.1 0.0 0.0 0.228
H 2.01101 1.52871 0.03566 -0.1 0.1 0.1 0.218
H 0.73428 -1.57139 1.03743 0.0 0.1 -0.1 0.214
H -1.07688 -2.45671 -0.45415 -0.2 0.4 -0.1 0.417
H -2.25559 -0.47591 -1.74735 0.2 -0.3 0.0 0.197
```
Forces are in eV/Å.